[1]
{
  "formula": "C4H8O2",
  "method": "wB97M-V/def2-TZVPD",
  "e_lumo_ev": 0.845,
  "orbital_gap_ev": 9.98,
  "e_above_lowest_kj_mol": 574.2,
  "homo_ev": -9.14,
  "symbols": ["C", "O", "C", "C", "C", "O", "H", "H", "H", "H", "H", "H", "H", "H"],
  "xyz": [[1.2914, -0.4257, 1.8835], [1.1658, -0.2315, 0.5621], [-0.0570, 0.1560, 0.1663], [-0.1728, 0.1558, -1.3297], [-1.3698, 0.6794, -1.9822], [-0.1547, 1.4037, -2.0364], [2.2809, -0.8576, 2.0908], [1.0145, 0.4230, 2.5153], [-0.0973, -1.1574, 1.9775], [-0.4552, 1.0409, 0.6739], [-0.7488, -0.9045, 1.1863], [0.3950, -0.6297, -1.8300], [-2.1446, 1.1285, -1.3605], [-1.7149, 0.2333, -2.9141]],
  "forces_ev_per_angstrom": [[-0.9, -0.6, 0.4], [0.1, 0.1, -0.1], [-0.7, -0.5, 0.4], [-0.2, -0.4, 0.3], [-0.3, -0.1, 0.0], [0.1, 0.1, 0.3], [-0.7, -0.1, 0.2], [0.1, -0.1, -0.1], [1.7, 0.6, 0.0], [0.0, -0.1, -0.2], [0.6, 1.0, -1.3], [-0.1, 0.1, 0.2], [0.1, -0.1, -0.1], [0.1, 0.1, 0.1]],
  "nbo_charge": [-0.17, -0.45, 0.02, -0.01, -0.10, -0.48, 0.20, 0.17, 0.04, 0.18, 0.03, 0.20, 0.18, 0.19]
}


[2]
{
  "formula": "C6H3Br5O2",
  "method": "wB97M-V/def2-TZVPD",
  "e_lumo_ev": [-2.098, -1.008],
  "orbital_gap_ev": [5.89, 8.23],
  "e_above_lowest_kj_mol": 0.0,
  "homo_ev": [-7.99, -9.24],
  "symbols": ["C", "C", "C", "C", "C", "C", "O", "O", "Br", "Br", "Br", "Br", "Br", "H", "H", "H"],
  "xyz": [[3.2355, 0.6590, 0.3056], [3.0052, -0.6234, 0.3589], [2.2481, 1.7149, 0.1090], [0.7158, 1.3298, 0.0711], [0.2144, -0.0339, -0.0725], [0.1550, -0.7561, -1.3632], [2.5067, 2.8784, 0.0271], [-0.3671, -0.5427, 1.0136], [5.0441, 1.4721, 0.4379], [3.9650, -2.1502, 0.5237], [-0.0657, 2.4790, -1.3465], [0.1852, -2.7176, -1.0657], [1.5780, -0.2778, -2.6065], [0.3278, 1.7310, 1.0170], [-0.7832, -0.5778, -1.9002], [-0.6102, -1.4827, 0.9006]],
  "forces_ev_per_angstrom": [[1.7, 0.2, 0.3], [-1.1, 0.3, -0.1], [-1.2, 0.3, -0.3], [0.0, 0.8, 0.0], [1.9, -0.8, 0.4], [0.0, -0.5, -0.5], [0.2, 0.0, 0.1], [-0.5, 0.0, 0.0], [-0.7, -0.8, 0.0], [0.0, 0.1, 0.0], [-0.3, 0.0, 0.4], [-0.1, 0.4, 0.0], [-0.3, -0.2, 0.1], [0.0, -0.1, -0.3], [0.2, 0.0, 0.1], [0.2, 0.3, -0.2]],
  "nbo_charge": [-0.34, -0.07, 0.54, -0.40, 0.33, -0.39, -0.48, -0.64, 0.03, 0.22, 0.03, 0.03, 0.11, 0.28, 0.25, 0.51]
}


[3]
{
  "formula": "C13H21As2BCoF4NO4S3",
  "method": "wB97M-V/def2-TZVPD",
  "multiplicity": 5,
  "e_lumo_ev": [0.069, -2.846],
  "orbital_gap_ev": [8.83, 6.44],
  "s_squared": 6.02,
  "e_above_lowest_kj_mol": 31.0,
  "homo_ev": [-8.76, -9.28],
  "symbols": ["Co", "O", "S", "O", "O", "O", "C", "As", "C", "C", "C", "C", "C", "C", "C", "As", "C", "C", "H", "H", "H", "H", "H", "H", "H", "H", "H", "H", "H", "H", "H", "H", "H", "H", "S", "C", "N", "C", "C", "S", "H", "H", "H", "H", "H", "F", "B", "F", "F", "F"],
  "xyz": [[-0.7323, 1.1015, 0.6619], [-1.0181, -2.4002, 2.0369], [-1.7138, -1.0485, 2.2075], [-2.8433, -1.2239, 3.0973], [-0.6957, 0.0387, 2.5458], [-2.2387, -0.5442, 0.7898], [2.4248, -0.1085, 1.8850], [1.5098, 0.4123, 0.2299], [2.8066, 1.7861, -0.3365], [1.9847, -0.7776, -1.2780], [2.6181, -0.2784, -2.4354], [3.2217, -1.1173, -3.3449], [3.1482, -2.4955, -3.1070], [2.5849, -2.9795, -1.9584], [1.8796, -2.1643, -1.0418], [0.5539, -2.8132, 0.3901], [1.2873, -4.6579, 0.7729], [-0.9055, -3.1840, -0.9261], [3.4411, -0.4560, 1.7016], [1.8629, -0.9506, 2.3395], [2.4356, 0.7720, 2.5178], [3.7856, 1.2218, -0.4826], [2.8682, 2.4385, 0.5146], [2.4262, 2.3767, -1.1391], [2.5270, 0.7856, -2.6580], [3.7548, -0.7599, -4.2153], [3.6218, -3.1431, -3.8143], [2.6551, -4.0412, -1.6868], [1.2081, -4.8515, 1.8298], [2.3459, -4.7252, 0.4382], [0.6749, -5.3249, 0.1595], [-0.8738, -2.5648, -1.8902], [-1.8863, -2.9355, -0.4033], [-0.9377, -4.2440, -1.2262], [-1.5117, 1.5892, -1.4858], [-2.8959, 2.1793, -0.7265], [-3.7198, 1.6615, 0.2151], [-4.7918, 2.4706, 0.7194], [-4.7067, 3.9069, 0.1597], [-3.4115, 3.8440, -1.0922], [-3.5424, 0.7118, 0.4718], [-4.7846, 2.4055, 1.8236], [-5.7340, 1.9892, 0.4699], [-4.4929, 4.6666, 0.9085], [-5.6130, 4.2202, -0.3201], [0.5604, 4.0584, -0.0531], [0.3698, 3.8835, 1.3311], [0.1134, 5.0576, 1.9729], [1.3198, 3.1377, 1.9945], [-0.9408, 3.0744, 1.4371]],
  "forces_ev_per_angstrom": [[-1.4, -0.2, 0.5], [0.3, 0.4, -0.3], [-1.1, 2.0, -1.7], [1.3, 0.2, -0.4], [-1.1, -1.5, -0.2], [1.8, -0.8, 2.1], [-0.2, -1.4, -0.5], [1.4, 1.0, -0.7], [0.7, -1.3, 1.1], [-0.2, -1.0, 1.0], [-0.7, 0.5, 0.3], [-0.6, -0.8, 0.2], [0.8, 0.9, -0.1], [-1.3, -1.3, 1.6], [0.8, 1.2, -0.7], [0.2, -0.8, -1.9], [0.1, 0.9, -0.7], [-1.4, 0.8, -0.2], [0.1, 0.1, -0.2], [0.2, 0.8, 0.0], [-0.2, 0.1, 0.1], [-1.3, 1.0, -0.2], [0.3, 0.3, 0.3], [0.1, 0.2, -0.8], [0.4, -0.3, 0.3], [-0.2, 0.2, 0.0], [0.2, -0.5, -0.1], [-0.1, 0.3, -0.6], [-0.1, -0.2, 0.2], [-0.7, 0.3, 0.3], [0.1, 0.0, 0.4], [0.4, -0.6, 1.6], [1.3, -0.3, -0.6], [0.3, 0.3, 0.3], [-0.3, -0.2, -0.2], [-2.0, 1.5, 1.1], [2.0, 1.2, -2.3], [-0.9, -0.2, 1.2], [0.3, -0.5, 0.3], [0.7, -0.6, -0.2], [0.1, -1.0, 0.7], [0.3, 0.4, -0.4], [-0.2, 0.1, -0.4], [0.4, -0.2, 0.1], [-0.6, -0.1, -0.2], [0.3, -0.5, 0.8], [-1.2, 0.5, -0.3], [0.0, 0.2, 0.0], [0.3, -0.4, -0.3], [0.7, -0.6, -0.2]],
  "mulliken_spin": [2.71, 0.25, 0.00, 0.04, 0.03, 0.05, 0.01, 0.06, 0.01, -0.03, 0.01, 0.00, 0.01, 0.02, 0.13, 0.50, 0.03, 0.01, 0.00, -0.01, 0.00, 0.00, 0.00, 0.00, 0.00, 0.00, 0.00, 0.00, 0.00, 0.00, 0.01, 0.00, 0.00, 0.01, 0.06, 0.02, 0.03, 0.00, 0.00, 0.01, -0.01, 0.00, 0.00, 0.00, 0.00, 0.00, 0.01, 0.00, 0.00, 0.02]
}


[4]
{
  "formula": "C5H16N2O",
  "method": "wB97M-V/def2-TZVPD",
  "e_lumo_ev": 0.666,
  "orbital_gap_ev": 8.99,
  "e_above_lowest_kj_mol": 93.2,
  "homo_ev": -8.32,
  "symbols": ["C", "C", "C", "C", "N", "C", "N", "H", "H", "H", "H", "H", "H", "H", "H", "H", "H", "H", "H", "H", "H", "O", "H", "H"],
  "xyz": [[0.2540, -0.6255, -1.6379], [-0.8850, -0.0281, -0.8105], [-1.4023, 1.2908, -1.3541], [-0.7016, 0.0492, 0.7414], [-0.6551, -1.3072, 1.3639], [0.5792, 0.7805, 1.1879], [0.3912, 2.1731, 1.5758], [-0.0467, -0.5063, -2.6835], [1.2697, -0.2293, -1.7364], [0.3365, -1.6959, -1.4637], [-1.5931, -0.8626, -0.8325], [-1.2417, 1.3312, -2.4364], [-2.4715, 1.4969, -1.2396], [-0.9234, 2.1464, -0.8689], [-1.5772, 0.5677, 1.1159], [-1.5550, -1.7453, 1.1574], [0.0045, -1.8740, 0.8314], [0.9693, 0.2455, 2.0527], [1.4369, 0.7294, 0.5168], [0.4600, 2.8862, 0.8747], [-0.1372, 2.3345, 2.4087], [2.1156, -2.3744, 0.3243], [2.5421, -2.9050, 1.0068], [2.8310, -1.8779, -0.0941]],
  "forces_ev_per_angstrom": [[0.1, -0.1, -1.1], [0.1, -0.4, 1.3], [-0.3, 0.4, -0.6], [1.5, -0.9, -0.7], [-0.7, 0.2, -0.7], [-0.2, 0.7, 0.8], [0.8, -0.5, -0.2], [-0.3, -0.3, -0.1], [-0.1, 0.5, 1.0], [0.1, 0.0, 0.1], [-0.7, 0.5, -0.7], [0.2, 0.2, 0.1], [0.0, -0.5, 0.3], [0.3, -0.1, -0.2], [0.0, 0.2, 0.3], [0.1, 0.0, 0.3], [0.2, 0.2, 0.2], [-0.2, -0.1, 0.2], [-0.4, 0.0, -0.6], [-0.3, 0.0, 0.2], [-0.2, 0.3, -0.1], [0.3, 0.0, 0.0], [0.0, 0.1, 0.0], [-0.2, -0.1, 0.1]],
  "nbo_charge": [-0.63, -0.23, -0.62, -0.05, -0.84, -0.24, -0.88, 0.21, 0.20, 0.22, 0.20, 0.20, 0.21, 0.21, 0.19, 0.34, 0.37, 0.21, 0.19, 0.37, 0.37, -0.95, 0.48, 0.48]
}


[5]
{
  "formula": "C18H38FN2PbSSi2",
  "method": "wB97M-V/def2-TZVPD",
  "e_lumo_ev": 2.681,
  "charge": -1,
  "orbital_gap_ev": 6.62,
  "e_above_lowest_kj_mol": 18.5,
  "homo_ev": -3.94,
  "symbols": ["Pb", "C", "C", "N", "C", "C", "S", "C", "C", "N", "H", "H", "H", "H", "H", "H", "H", "H", "H", "H", "H", "H", "H", "H", "C", "C", "C", "C", "C", "H", "H", "H", "H", "H", "C", "Si", "C", "C", "C", "Si", "C", "C", "C", "H", "H", "H", "H", "H", "H", "H", "H", "H", "H", "H", "H", "H", "H", "H", "H", "H", "H", "H", "F"],
  "xyz": [[0.2129, -1.1403, -0.2183], [1.6751, 0.7255, 3.4474], [0.4733, 1.5588, 2.9642], [-0.4903, 0.7830, 2.2149], [-1.5227, 0.0759, 2.9489], [-1.0362, -1.0852, 3.8165], [-0.1408, -2.4157, 2.9520], [1.5283, -2.3143, 3.6564], [2.5581, -1.5227, 2.8424], [2.0956, -0.2187, 2.4442], [1.4038, 0.1727, 4.3461], [2.4655, 1.4252, 3.7614], [0.8516, 2.3399, 2.3005], [0.0291, 2.0744, 3.8320], [-0.9176, 1.3444, 1.4914], [-2.2132, -0.3259, 2.2054], [-2.0786, 0.7538, 3.6231], [-1.9239, -1.5429, 4.2573], [-0.4214, -0.7445, 4.6518], [1.8858, -3.3418, 3.7339], [1.4515, -1.9456, 4.6809], [2.7728, -2.0791, 1.9259], [3.4874, -1.5020, 3.4408], [2.6336, 0.1841, 1.6924], [1.5659, -2.5610, -2.3665], [0.4202, -3.2555, -1.8914], [0.8076, -3.9695, -0.7246], [2.1643, -3.7097, -0.4868], [2.6295, -2.8311, -1.4905], [1.6082, -1.9368, -3.2500], [-0.5400, -3.3262, -2.3861], [0.1567, -4.5919, -0.1239], [2.7496, -4.1018, 0.3363], [3.6344, -2.4390, -1.5775], [-3.0024, -1.2285, -2.4416], [-2.2236, 0.4820, -2.4762], [-2.3905, 1.0530, -4.2829], [-3.3668, 1.5936, -1.4594], [-0.4746, 0.5304, -1.9077], [0.4065, 2.1039, -1.6119], [-0.6182, 3.4562, -0.7710], [1.9157, 1.8858, -0.4746], [1.1141, 2.8763, -3.1926], [-3.9929, -1.1936, -2.9108], [-3.0908, -1.5861, -1.4104], [-2.3981, -1.9549, -2.9984], [-3.4321, 1.0146, -4.6272], [-1.7957, 0.4048, -4.9399], [-2.0281, 2.0794, -4.4152], [-4.4097, 1.3436, -1.6899], [-3.2233, 2.6565, -1.6716], [-3.2169, 1.4322, -0.3861], [0.1078, 0.0532, -2.7171], [-1.1240, 3.0879, 0.1303], [-1.3828, 3.8696, -1.4338], [0.0445, 4.2769, -0.4718], [1.6209, 1.9547, 0.5818], [2.6550, 2.6733, -0.6656], [2.4147, 0.9180, -0.6160], [0.3245, 3.0613, -3.9291], [1.8408, 2.1945, -3.6522], [1.6247, 3.8257, -2.9909], [-1.8751, -1.4009, 0.3812]],
  "forces_ev_per_angstrom": [[-0.1, 0.0, 0.2], [0.0, 0.0, 0.0], [0.0, 0.0, 0.0], [-0.1, 0.0, -0.1], [0.0, 0.0, 0.0], [0.0, 0.0, 0.0], [0.0, 0.0, 0.1], [0.0, 0.1, 0.0], [0.0, 0.0, 0.0], [0.1, 0.0, 0.1], [0.0, 0.0, 0.0], [0.0, 0.0, 0.0], [-0.1, 0.0, 0.1], [0.0, 0.0, 0.0], [0.0, 0.0, 0.0], [0.0, 0.0, 0.0], [0.0, 0.0, 0.0], [0.0, 0.0, 0.0], [0.0, 0.0, 0.0], [0.0, 0.0, 0.0], [0.0, 0.0, 0.0], [0.0, 0.0, 0.0], [0.0, 0.0, 0.0], [0.0, 0.0, 0.0], [0.0, -0.1, 0.0], [0.1, 0.0, 0.0], [0.0, 0.0, -0.1], [-0.1, 0.0, 0.0], [-0.1, 0.0, 0.0], [0.0, 0.0, 0.0], [0.0, 0.1, 0.0], [0.0, 0.0, 0.0], [0.0, 0.0, 0.0], [0.0, 0.0, 0.0], [0.0, -0.1, 0.0], [0.0, 0.0, 0.1], [0.0, 0.1, 0.0], [-0.1, 0.0, 0.0], [0.0, 0.1, -0.2], [0.0, 0.0, 0.0], [0.1, 0.0, 0.1], [0.1, 0.0, 0.1], [0.0, 0.0, 0.0], [0.0, 0.0, 0.0], [0.0, 0.1, -0.1], [0.0, 0.1, 0.0], [0.1, 0.0, 0.0], [-0.1, 0.1, 0.1], [0.0, -0.1, 0.0], [0.1, 0.0, 0.0], [0.0, -0.1, 0.0], [0.0, 0.0, -0.1], [0.0, -0.1, 0.1], [0.0, 0.1, -0.1], [0.0, 0.0, 0.0], [0.0, 0.0, 0.0], [0.1, -0.1, -0.3], [-0.1, 0.0, 0.0], [0.0, 0.1, -0.1], [0.1, 0.0, 0.1], [-0.1, 0.1, 0.0], [0.0, -0.1, 0.0], [0.0, 0.0, 0.0]],
  "nbo_charge": [1.44, -0.22, -0.22, -0.63, -0.24, -0.53, 0.26, -0.54, -0.22, -0.64, 0.18, 0.17, 0.20, 0.16, 0.38, 0.26, 0.15, 0.22, 0.20, 0.23, 0.20, 0.23, 0.15, 0.38, -0.37, -0.45, -0.35, -0.34, -0.34, 0.21, 0.22, 0.21, 0.20, 0.20, -1.13, 1.72, -1.11, -1.11, -1.88, 1.71, -1.11, -1.12, -1.12, 0.21, 0.28, 0.22, 0.22, 0.22, 0.22, 0.22, 0.22, 0.23, 0.26, 0.22, 0.23, 0.22, 0.22, 0.22, 0.23, 0.23, 0.23, 0.22, -0.89]
}


[6]
{
  "formula": "C7H18O3PS",
  "method": "wB97M-V/def2-TZVPD",
  "e_lumo_ev": -4.228,
  "charge": 1,
  "orbital_gap_ev": 7.44,
  "e_above_lowest_kj_mol": 204.8,
  "homo_ev": -11.67,
  "symbols": ["C", "C", "P", "S", "C", "C", "C", "C", "O", "C", "O", "H", "H", "H", "H", "H", "H", "H", "H", "H", "H", "H", "H", "H", "H", "H", "O", "H", "H", "H"],
  "xyz": [[-1.4234, -1.3323, -1.2201], [-1.3000, -2.5716, -0.3395], [0.1240, -2.6988, 0.8276], [1.8733, -2.0535, -0.2455], [-0.0254, -1.2685, 2.0451], [-1.0209, -0.0801, 2.0317], [-0.5325, 1.2895, 1.4826], [0.2178, 1.1804, 0.1718], [0.9030, 2.3425, -0.3742], [2.2389, 2.4176, -0.1677], [2.9762, 2.7438, -1.0647], [-2.3442, -0.7746, -1.0089], [-1.4363, -1.5825, -2.2884], [-0.5924, -0.6784, -1.0331], [-2.1734, -2.6489, 0.3231], [-1.2890, -3.4973, -0.9260], [1.4593, -1.4600, -1.3758], [1.0009, -0.8831, 2.1311], [-0.1858, -1.8093, 2.9874], [-1.9585, -0.3453, 1.5358], [-1.2931, 0.0914, 3.0789], [-1.4236, 1.8998, 1.2833], [0.0475, 1.8446, 2.2330], [0.8956, 0.3196, 0.1485], [-0.5333, 1.0315, -0.5865], [2.5613, 2.1229, 0.8404], [0.6709, 1.4986, -2.5143], [0.1676, 2.1318, -3.0630], [1.2814, 1.9664, -1.8738], [1.1144, 0.8038, -3.0390]],
  "forces_ev_per_angstrom": [[-0.5, -0.2, -0.4], [-0.1, -0.1, 0.1], [0.1, 0.4, 0.2], [0.3, -0.3, -0.2], [0.1, 0.1, 0.3], [0.0, 0.0, -0.1], [0.0, 0.6, 0.2], [-0.7, -0.8, 0.1], [0.6, 0.7, 0.8], [1.1, 0.1, 0.3], [-1.0, -0.3, 0.5], [0.2, -0.1, 0.0], [0.0, 0.0, 0.2], [0.2, 0.1, -0.2], [0.2, -0.1, -0.1], [0.0, 0.2, 0.1], [-0.4, 0.0, 0.0], [-0.2, -0.1, 0.0], [0.0, 0.1, -0.2], [0.1, -0.1, -0.1], [0.0, 0.1, -0.2], [0.2, 0.0, 0.2], [0.0, -0.3, -0.1], [0.1, 0.2, 0.1], [-0.1, -0.2, -0.1], [0.0, 0.1, -0.1], [-0.2, -0.9, -1.9], [0.2, -0.1, -0.1], [-0.1, 0.6, 0.5], [-0.1, 0.2, -0.2]],
  "nbo_charge": [-0.63, -0.73, 0.76, -0.33, -0.75, -0.40, -0.44, -0.11, -0.55, 0.64, -0.54, 0.22, 0.22, 0.18, 0.25, 0.26, 0.09, 0.24, 0.25, 0.21, 0.24, 0.23, 0.22, 0.21, 0.20, 0.16, -0.79, 0.57, 0.56, 0.57]
}